23
Properties=species:S:1:pos:R:3:forces:R:3 method="wB97M-V/def2-TZVPD" largest_force_ha_per_bohr=0.0553 homo_lumo_gap_ev=9.484 e_homo_ev=-12.1922 total_charge=+1
C 1.742 0.310 0.446 -0.9 1.1 -0.6
C 0.389 -0.252 0.139 0.2 -1.4 0.6
C -0.490 0.009 -0.829 0.6 0.6 -0.4
N -0.406 1.136 -1.601 -2.3 -1.7 0.1
N 0.152 -1.538 0.899 -1.4 0.7 -1.0
H 2.013 0.988 -0.365 0.3 -0.3 -0.1
H 2.478 -0.483 0.527 0.2 0.1 0.1
H 1.727 0.970 1.312 0.2 -0.3 0.4
H -1.291 -0.666 -1.093 -0.2 0.0 0.3
H 0.372 1.675 -1.461 2.1 1.7 -0.1
H -0.831 1.121 -2.509 0.1 0.1 -0.1
H -0.753 -1.499 1.399 0.0 0.2 0.0
H 0.807 -1.622 1.649 0.8 -0.4 0.4
H 0.147 -2.312 0.239 0.4 -0.3 0.3
H -1.109 2.747 1.347 -0.1 0.0 0.1
H -2.623 2.668 1.540 -0.4 0.2 -0.1
O -1.807 2.224 1.760 0.5 -0.1 0.0
H 2.107 -1.582 -4.199 0.2 0.5 0.2
H 0.842 -2.287 -4.094 -0.5 0.1 0.2
O 1.244 -1.466 -3.783 0.2 -0.6 -0.3
H -1.908 -0.356 3.517 0.2 -0.4 0.0
H -1.475 0.563 2.418 0.1 -0.1 -0.3
O -1.329 -0.350 2.742 -0.4 0.5 0.3